(1)
C36H37AsN3OP2Se6V as an isolated structure, computed with wB97M-V/def2-TZVPD.

Geometry as ORCA input:
```
! RIJCOSX wB97M-V def2-TZVPD def2/J DEFGRID3
* xyz -1 2
V -1.67530 1.78859 -3.04816
Se -2.21978 2.02744 4.27463
P -0.85828 1.02974 3.01985
C -0.77204 -0.76232 3.33868
C -0.76633 -1.21054 4.65943
C -0.67829 -2.56621 4.93196
C -0.61678 -3.48672 3.89195
C -0.65186 -3.05037 2.57610
C -0.72802 -1.69045 2.30371
C 0.80600 1.69302 3.33588
C 0.97657 3.07064 3.19824
C 2.15271 3.67067 3.61309
C 3.17157 2.90272 4.16036
C 3.01193 1.53163 4.29121
C 1.82802 0.92843 3.88932
C -1.20152 1.15077 1.24998
C -0.56736 1.35699 0.00322
N -1.57162 1.46626 -0.89228
N -2.72168 1.31145 -0.25988
N -2.52407 1.11740 1.01786
P 1.07610 1.38230 -0.75500
Se 0.95749 1.58838 -2.88612
C 2.03001 2.74745 -0.06762
C 3.31500 2.59365 0.42670
C 4.05158 3.71560 0.78327
C 3.49690 4.97756 0.65895
C 2.20364 5.13085 0.16663
C 1.47070 4.02094 -0.21328
C 1.98196 -0.14992 -0.34612
C 1.91166 -0.72184 0.91832
C 2.58978 -1.89697 1.20547
C 3.36833 -2.49788 0.22819
C 3.46002 -1.92517 -1.03277
C 2.76440 -0.76152 -1.32492
H -0.84980 -0.48700 5.46163
H -0.67272 -2.90739 5.95951
H -0.55973 -4.54605 4.10919
H -0.62964 -3.75884 1.75562
H -0.77899 -1.35723 1.27762
H 0.17009 3.67516 2.79950
H 2.27275 4.74022 3.50462
H 4.08948 3.37456 4.48788
H 3.80307 0.92985 4.72053
H 1.69956 -0.13913 4.01366
H 3.74436 1.60702 0.53946
H 5.05544 3.59658 1.17149
H 4.07594 5.85018 0.93516
H 1.77573 6.11787 0.04995
H 0.49110 4.14183 -0.67199
H 1.31857 -0.25338 1.68231
H 2.49687 -2.34280 2.18745
H 3.89758 -3.41749 0.44460
H 4.06684 -2.39259 -1.79776
H 2.81105 -0.32613 -2.31528
Se -1.67372 1.80000 -5.49511
Se -2.25758 4.00634 -6.19637
Se -1.03073 5.23213 -4.66210
Se -1.73096 4.24958 -2.63273
C -3.33927 -1.69895 -3.56913
As -1.66569 -0.81970 -3.10531
C -0.44130 -1.80827 -4.24940
C -1.30781 -1.63021 -1.34061
C -1.24913 -3.11526 -1.23336
C -0.02789 -3.77958 -1.34855
C 0.04822 -5.15857 -1.22317
C -1.09779 -5.90247 -0.97669
C -2.31914 -5.25268 -0.85813
C -2.39365 -3.87330 -0.98743
H -3.24710 -2.78432 -3.53055
H -3.60622 -1.38090 -4.57669
H -4.11802 -1.36298 -2.88486
H -0.57897 -2.88498 -4.14618
H 0.58093 -1.53333 -3.98953
H -0.63099 -1.50014 -5.27760
H -2.08525 -1.20969 -0.69742
H -0.35393 -1.19846 -1.03411
H 0.87227 -3.19974 -1.52420
H 1.00795 -5.65324 -1.31097
H -1.03933 -6.97840 -0.87358
H -3.21857 -5.82179 -0.65837
H -3.34736 -3.37004 -0.87784
C -4.70502 2.53674 -3.34324
O -3.76124 1.63987 -2.74283
H -4.59982 3.53378 -2.91732
H -5.71441 2.14740 -3.19942
H -4.46001 2.58468 -4.40099
H -3.85742 1.59861 -1.76817
*
```

Energy relative to the best compared isomer or geometry (same formula, charge and spin) (eV): 0.000
Orbital gap (spin up / spin down) (eV): 5.800 / 5.242
Maximum force (eV/A): 0.24

---

(2)
C36H37Cl2N7O3STi as an isolated structure, computed with wB97M-V/def2-TZVPD.

Geometry as ORCA input:
```
! RIJCOSX wB97M-V def2-TZVPD def2/J DEFGRID3
* xyz 1 2
Ti -0.23233 0.04764 0.53916
C 0.09109 0.24909 -3.89160
C 0.04246 -0.19796 -2.47241
N -0.16512 0.65930 -1.46094
N -0.55027 1.92456 -1.89445
C -1.85614 2.17037 -2.21284
N -2.12492 3.48924 -2.37284
S -2.99386 0.98554 -2.42632
C 0.16007 -1.53912 -2.04872
C 0.44447 -2.64662 -2.87474
C 0.51020 -3.89801 -2.33016
C 0.28920 -4.05537 -0.94971
C 0.01500 -2.94570 -0.19691
N -0.05757 -1.70190 -0.71084
H -0.90744 0.54652 -4.22037
H 0.44308 -0.54172 -4.54667
H 0.74922 1.11256 -4.00059
H 0.03568 2.68097 -1.56112
H -1.38068 4.16034 -2.50720
H -3.02538 3.71126 -2.76293
H 0.60374 -2.50177 -3.93240
H 0.72312 -4.75544 -2.95330
H 0.31916 -5.02788 -0.48070
H -0.16651 -3.02337 0.86584
C 3.64500 -1.78965 -0.38580
C 3.77632 -2.56707 0.75608
C 3.02242 -2.25805 1.87766
C 2.14624 -1.18769 1.80605
N 1.93704 -0.50987 0.66778
C 2.69640 -0.78394 -0.39406
C 1.43950 -0.62267 2.98862
C 1.75190 -0.95148 4.29678
C 1.12425 -0.25907 5.32253
C 0.22475 0.74382 5.00714
C -0.04252 0.99574 3.67105
N 0.54332 0.32364 2.68852
H 4.24290 -1.97348 -1.26638
H 4.47013 -3.39656 0.77797
H 3.12436 -2.82899 2.78821
H 2.50928 -0.18440 -1.27645
H 2.48808 -1.70949 4.51879
H 1.35269 -0.49057 6.35397
H -0.26859 1.32365 5.77368
H -0.75361 1.76017 3.38218
Cl 0.03538 7.34147 0.58626
C 0.54638 6.31791 -0.71559
C 0.23301 6.71720 -2.00654
C 0.69193 6.00244 -3.10108
C 1.46684 4.87063 -2.88999
C 1.75357 4.46800 -1.59945
Cl 2.73912 3.04494 -1.38648
C 1.31231 5.17076 -0.45797
N 1.70304 4.75921 0.78853
C 1.04720 4.88204 2.03846
C 1.81024 5.30642 3.12138
C 1.26771 5.37422 4.39277
C -0.06068 5.02721 4.59198
C -0.81562 4.59301 3.51424
C -0.27828 4.49698 2.23276
C -1.12441 3.88690 1.14576
C -0.68857 2.47559 0.86305
O 0.51697 2.17419 0.71971
O -1.55093 1.53285 0.76334
H -0.35063 7.61776 -2.13826
H 0.46170 6.33041 -4.10427
H 1.85670 4.29662 -3.71870
H 2.45825 4.09213 0.78462
H 2.83617 5.60306 2.94499
H 1.87572 5.71685 5.21902
H -0.50625 5.09687 5.57481
H -1.85347 4.31568 3.66376
H -1.04214 4.41676 0.19355
H -2.17828 3.89873 1.41770
C -2.29294 -2.71336 2.75070
C -2.56527 -1.46741 1.91807
C -3.43506 -1.77397 0.70818
C -3.18225 -0.37252 2.77624
O -1.29603 -0.99360 1.42878
H -3.19783 -3.00529 3.28428
H -1.51229 -2.51340 3.48769
H -1.98748 -3.55325 2.12626
H -4.39231 -2.18535 1.03076
H -2.94545 -2.50243 0.06003
H -3.61648 -0.86770 0.12807
H -4.19806 -0.65964 3.05024
H -3.22373 0.56576 2.22542
H -2.61101 -0.22755 3.69544
*
```

Energy relative to the best compared isomer or geometry (same formula, charge and spin) (eV): 0.000
Orbital gap (spin up / spin down) (eV): 5.580 / 7.040
Maximum force (eV/A): 1.22

---

- What is the maximum force in the first record?
  0.24 eV/A